Entry from OMol25: 2 unconnected molecules or ions with the total composition C5H11NO in a non-equilibrium geometry (wB97M-V/def2-TZVPD).

**HOMO-LUMO gap**: 8.76 eV
**Relative energy (zero: lowest compared OMol25 entry of this formula, charge and spin)**: 299.17 kJ/mol
**Max |F|**: 0.0764 hartree/bohr
**E_LUMO**: 0.0237 Ha
**Multiplicity**: 1
**E_tot**: -8898.5966 eV
**Structure (SMILES)**: C=C(N)/C=C/C.O
**HOMO level**: -8.118 eV

```
18
C5H11NO, DFT wB97M-V/def2-TZVPD
N -1.424 -1.358 0.356
C -1.077 0.055 0.274
C -1.987 0.979 0.715
C 1.867 -0.819 -1.999
C 0.452 -0.686 -1.564
C 0.135 0.277 -0.637
H -0.569 -1.908 0.391
H -2.094 -1.589 1.062
H -2.848 0.456 1.068
H -2.121 2.071 0.507
H 2.409 -0.147 -1.313
H 2.211 -1.824 -1.749
H 2.153 -0.531 -3.042
H -0.291 -1.125 -2.107
H 0.806 1.150 -0.598
H 0.786 0.894 1.789
H 1.557 1.303 3.104
O 1.454 1.490 2.208
```